# C3H9N2O2

A gas-phase ion, C3H9N2O2 (charge +1) in a non-equilibrium geometry (ωB97M-V/def2-TZVPD, the OMol25 dataset).

Geometry as ORCA input:
```
! wB97M-V def2-TZVPD RIJCOSX def2/J DEFGRID3
* xyz 1 1
C -1.00 -0.47 0.56
C 0.27 -0.83 -0.25
C -1.56 0.95 0.62
N 1.49 -1.19 0.16
N 0.62 0.31 -1.32
O -1.77 -1.33 -0.37
O -0.66 -1.88 -0.95
H -0.97 -0.94 1.52
H -1.73 1.26 1.71
H -2.60 0.78 0.32
H -0.89 1.58 0.07
H 1.98 -1.80 -0.47
H 1.88 -1.25 1.11
H 1.38 0.86 -1.02
H -0.17 0.86 -1.35
H 0.72 -0.16 -2.29
*
```

Results
SMILES: C[C@H]1OO[C@@]1(N)[NH3+]
Largest force on an atom: 5.2 eV/Å
DFT total energy: -10320.6673 eV
HOMO energy: -13.78 eV

=====

# C3H9N2O2

A molecular structure, C3H9N2O2 in a non-equilibrium geometry (ωB97M-V/def2-TZVPD, the OMol25 dataset).

Geometry as ORCA input:
```
! wB97M-V def2-TZVPD RIJCOSX def2/J DEFGRID3
* xyz 1 1
C -0.61 -0.60 0.90
C -0.65 1.70 0.34
C -0.12 -0.15 -1.29
N 0.98 -1.65 1.44
N 0.01 0.42 0.10
O -1.66 -0.85 1.33
O 1.37 0.46 0.35
H -0.40 2.12 1.20
H -0.44 2.35 -0.40
H -1.73 1.58 0.08
H -1.03 0.12 -1.64
H 0.58 0.39 -1.94
H -0.16 -1.13 -1.39
H 1.02 -2.38 0.74
H 0.63 -2.09 2.28
H 1.50 -0.59 1.05
*
```

Results
Largest force on an atom: 5.1 eV/Å
DFT total energy: -10320.0162 eV
HOMO energy: -15.58 eV